# 1
Below is a cluster of 2 separate species, C2H3OS3 in total in a non-equilibrium geometry, with properties calculated with the ωB97M-V functional and the def2-TZVPD basis.

Geometry as XYZ:
```
9
Properties=species:S:1:pos:R:3:forces:R:3
C -1.14752 0.19668 -0.00309 -0.671 3.853 2.343
C -0.96426 -1.13104 -0.43335 0.546 -2.781 -1.422
O -0.28070 0.81252 0.88926 -4.215 0.033 -2.241
S -2.61683 0.91193 -0.45446 1.923 -0.555 0.632
S 0.02319 -2.29152 0.13011 -0.112 0.752 0.209
S 3.09429 1.37746 -0.58612 -0.228 -0.238 0.366
H -1.60797 -1.39824 -1.28367 0.216 0.276 0.380
H 0.48799 0.30356 0.98348 2.460 -1.411 -0.035
H 3.01181 1.21865 0.75784 0.081 0.071 -0.233
```
Forces are in eV/Å.

Values from the calculation:
* relative energy (zero: lowest compared OMol25 entry of this formula, charge and spin): 37.3 kcal per mole
* net charge: -1
* HOMO-LUMO gap (alpha / beta): 0.1289 / 0.1290 Ha

# 2
Below is an isolated molecule of C5H4N2, with properties calculated with the ωB97M-V functional and the def2-TZVPD basis.

Geometry as XYZ:
```
11
Properties=species:S:1:pos:R:3:forces:R:3
C 2.65827 -0.72839 0.19296 -0.487 0.073 0.007
C 1.46307 -0.44807 0.25909 0.897 -0.041 -0.086
C 0.19455 0.39784 0.23288 -0.291 -0.415 -0.003
C -0.02481 -0.83381 0.65804 -0.145 0.284 0.057
N -2.17313 -0.15412 -0.22701 -0.126 0.306 -0.183
N -1.79557 0.93123 -0.74302 0.054 -0.283 0.192
C -0.49508 1.32483 -0.49467 0.110 0.078 -0.033
H 3.64137 -1.11451 0.02689 -0.135 0.119 0.046
H -0.27681 -1.34783 1.57353 0.043 0.026 -0.132
H -3.12275 -0.33694 -0.56527 0.110 0.045 0.070
H -0.12924 2.23930 -0.93477 -0.030 -0.192 0.064
```
Forces are in eV/Å.

Values from the calculation:
* relative energy (zero: lowest compared OMol25 entry of this formula, charge and spin): 174.5 kcal per mole
* HOMO-LUMO gap (alpha / beta): 0.2593 / 0.2591 Ha

# 3
Below is a cluster of 2 separate species, C9H12O4 in total in a non-equilibrium geometry, with properties calculated with the ωB97M-V functional and the def2-TZVPD basis.

Geometry as XYZ:
```
25
Properties=species:S:1:pos:R:3:forces:R:3
C 0.59412 -2.39775 -0.03197 0.339 -0.662 0.819
C 3.78069 0.70351 0.67283 -0.541 2.608 -0.947
C 0.41445 -0.96155 0.12508 0.048 0.459 -1.812
C -0.34777 -0.03392 -0.80747 1.429 0.377 0.561
C -0.56283 -0.06132 0.69387 -1.317 -0.553 2.000
C 0.49771 1.12162 -1.38094 -1.281 -0.337 -0.696
C -1.43970 -0.40670 -1.77416 -1.142 2.027 -2.304
C -1.97845 -0.51017 1.25147 3.404 3.058 1.162
C -0.04527 1.05010 1.61844 1.033 2.046 -1.458
O 1.00909 -2.87483 -1.14199 -0.488 0.183 0.281
O 3.17846 0.97029 1.65066 1.311 -1.306 -0.916
O 0.42886 -3.07733 1.04523 -0.147 -0.329 -0.349
O 4.39164 0.87162 -0.33884 -0.799 -1.380 1.907
H 1.00346 0.82541 -2.30473 1.115 -0.699 0.630
H 1.06853 1.56812 -0.57146 0.373 0.101 -0.773
H -0.13774 1.82841 -1.91345 -0.744 1.136 0.601
H -1.04818 -0.05056 -2.80886 -0.440 -1.436 1.160
H -2.39063 0.24697 -1.80908 0.990 -0.215 0.859
H -1.89645 -1.39006 -1.80522 0.770 -0.512 0.066
H -1.90392 -0.38016 2.33258 -0.290 -0.141 0.128
H -2.16033 -1.46164 1.05312 -0.711 -4.422 -0.934
H -2.75204 0.07597 0.88728 -1.651 1.470 -0.778
H -0.03096 0.91975 2.72579 0.382 -0.576 -0.838
H -0.59290 1.99011 1.47540 -0.933 0.138 0.104
H 0.92014 1.43407 1.15640 -0.711 -1.037 1.526
```
Forces are in eV/Å.

Values from the calculation:
* net charge: -2
* HOMO-LUMO gap (alpha / beta): 0.1321 / 0.1321 Ha

# 4
Below is a structure of composition C30H20IrN6O2 in a non-equilibrium geometry, with properties calculated with the ωB97M-V functional and the def2-TZVPD basis.

Geometry as XYZ:
```
59
Properties=species:S:1:pos:R:3:forces:R:3
Ir 0.54719 0.37534 -0.24131 0.292 1.022 2.277
O 3.39101 -0.16914 1.82071 1.120 1.361 1.025
C 2.57922 0.71038 1.57011 -0.283 -0.679 -0.021
N 2.38992 1.22905 0.31793 -0.120 0.639 -0.524
C 3.36741 1.24905 -0.66952 -0.665 -0.510 0.326
O 4.54308 1.46313 -0.54760 0.003 0.112 -0.143
C 2.71784 0.91986 -2.01456 0.111 -0.015 0.452
C 3.36811 1.10550 -3.21204 0.106 0.015 -0.151
C 2.73772 0.74135 -4.39489 0.104 0.060 0.100
C 1.47126 0.18799 -4.33244 -0.137 -0.069 0.049
C 0.86899 0.01374 -3.09948 0.299 0.027 -0.013
N 1.48238 0.37549 -1.95933 -0.105 -0.730 -1.601
C 1.39892 0.84767 2.52960 0.460 0.446 -1.000
C 1.51215 0.47510 3.84727 -0.328 0.121 0.265
C 0.34724 0.46635 4.61201 0.231 -0.051 -0.047
C -0.85058 0.83094 4.02458 -0.081 0.142 -0.082
C -0.86547 1.17935 2.68114 -0.090 0.044 -0.008
N 0.23752 1.18429 1.93359 -0.087 -1.120 0.090
H 4.36328 1.52869 -3.18442 -0.002 -0.004 -0.013
H 3.22969 0.88207 -5.34747 0.013 0.006 0.009
H 0.94243 -0.12299 -5.22197 0.015 0.021 -0.015
H -0.11229 -0.42700 -2.99143 -0.004 -0.003 0.016
H 2.47085 0.18105 4.24822 0.019 -0.001 -0.042
H 0.38118 0.15975 5.64892 -0.016 0.029 0.008
H -1.77508 0.83125 4.58436 0.015 0.020 0.013
H -1.78577 1.46482 2.18550 -0.017 -0.147 -0.051
C 2.68667 -2.85617 1.75641 0.432 0.287 0.180
C 2.48544 -1.75475 0.86956 -1.241 -3.229 -1.582
N 1.24758 -1.42240 0.55098 -0.987 0.079 -0.211
C 0.14721 -2.18206 0.97444 0.393 0.623 0.190
C 0.31330 -3.30297 1.78109 0.185 -0.136 0.177
C 1.64870 -3.60766 2.17835 -0.194 0.024 0.318
C -0.81304 -4.02342 2.22922 0.003 -0.048 -0.057
C -2.06395 -3.58758 1.88754 0.072 0.183 -0.122
C -2.23859 -2.45559 1.06500 -0.063 -0.255 0.179
C -1.15199 -1.76669 0.56587 -0.170 0.483 -0.266
N -1.18007 -0.63798 -0.24975 -0.088 -0.093 -0.370
C -2.24382 0.00648 -0.83022 -0.052 0.067 0.064
C -3.50849 -0.47712 -1.11032 -0.066 0.055 -0.083
C -4.47870 0.34256 -1.72572 0.030 -0.125 0.042
C -4.22239 1.63401 -2.08705 0.101 0.030 0.006
C -2.92850 2.16073 -1.86200 -0.098 0.062 -0.067
C -2.53941 3.46513 -2.25130 -0.090 0.006 -0.048
C -1.26578 3.90325 -2.03841 0.112 -0.040 0.065
C -0.34407 3.03664 -1.42671 -0.060 0.079 0.007
N -0.67709 1.82412 -1.04540 0.013 0.021 0.224
C -1.96170 1.35436 -1.24398 0.306 -0.048 0.001
H 3.69676 -3.04549 2.09329 0.026 -0.176 -0.188
H 3.18082 -1.70511 0.03784 0.686 1.427 0.600
H 1.81796 -4.44702 2.84229 -0.005 -0.016 -0.026
H -0.67179 -4.89796 2.85018 0.003 0.012 0.017
H -2.93894 -4.11193 2.24671 -0.010 0.005 0.001
H -3.24077 -2.12006 0.85600 -0.009 -0.034 -0.037
H -3.75294 -1.50771 -0.91115 -0.040 0.009 0.020
H -5.45296 -0.08486 -1.92421 -0.003 0.007 0.004
H -4.97418 2.24798 -2.56342 -0.005 0.006 0.013
H -3.26703 4.10629 -2.73365 -0.012 -0.005 0.018
H -0.94683 4.89407 -2.32698 -0.012 -0.001 -0.015
H 0.68038 3.33581 -1.24197 -0.011 0.001 0.024
```
Forces are in eV/Å.

Values from the calculation:
* net charge: +1
* HOMO-LUMO gap: 0.2291 Ha

Results for molar mass: 139.25; 92.10; 184.19; 688.75 (in g mol⁻¹, following the order of the records).
Results for energy: -36675.5206; -8221.9251; -17712.8459; -47305.3884 (in eV, following the order of the records).